The following is a DFT calculation (ωB97M-V/def2-TZVPD) of 2 unconnected molecules or ions with the total composition C2H5N2O2 at a distorted geometry.

Structure (XYZ):
```
11
Properties=species:S:1:pos:R:3
N -0.4338 0.7116 -0.8368
C -1.6497 0.4279 -0.3844
N -2.7358 0.4999 -1.1313
H -0.3683 1.0890 -1.7683
H 0.4075 0.2080 -0.4847
H -1.7313 0.2008 0.6840
H -3.3474 1.1724 -0.6663
O 0.8461 -1.2348 1.3148
C 1.8637 -0.5691 1.0673
O 2.1337 0.0678 0.0178
H 2.6829 -0.5445 1.8336
```

Its spin multiplicity is 1. The highest occupied orbital energy is -4.399 eV. The calculation puts the relative energy (zero: lowest compared OMol25 entry of this formula, charge and spin) at 91.0 kJ/mol. Its molecular weight is 89.074 g/mol. As for the total energy: -339.24099 a.u. As for the total charge: -1.



The following is a DFT calculation (ωB97M-V/def2-TZVPD) of a molecular structure, C2H5N2O3 at a distorted geometry.

Structure (XYZ):
```
12
Properties=species:S:1:pos:R:3
C 0.6789 0.1921 0.2327
C -0.3334 1.1485 -0.0269
N 2.0749 0.3771 0.0559
N 0.1373 -1.6384 -0.0161
O 2.6707 -0.5666 -0.4210
O 2.4998 1.4402 0.4141
O 1.0403 -2.5219 0.2793
H -1.2296 0.9918 0.5831
H 0.0635 2.1653 0.0823
H -0.6992 1.0782 -1.0687
H -0.7265 -1.7916 0.5143
H 1.8941 -2.3429 -0.2027
```

Its spin multiplicity is 1. The highest occupied orbital energy (alpha / beta) is -15.651 / -16.394 eV. The calculation puts the relative energy (zero: lowest compared OMol25 entry of this formula, charge and spin) at 955.0 kJ/mol. Its molecular weight is 105.073 g/mol. As for the total energy: -413.84840 a.u. As for the total charge: +1.



The following is a DFT calculation (ωB97M-V/def2-TZVPD) of a single C2H5N2OP molecule at a distorted geometry.

Structure (XYZ):
```
11
Properties=species:S:1:pos:R:3
C -1.1656 -0.8033 -0.4761
C -1.2501 0.3397 -1.0865
N 0.1276 -0.2212 1.5087
N 1.2309 0.3859 0.8089
O -0.4912 -1.2078 0.6752
P 0.7435 1.8349 0.0283
H -1.6439 -1.6984 -0.9993
H -1.4199 0.7245 -2.0280
H 0.5288 -0.8012 2.2573
H 1.9597 -0.2820 0.4149
H 1.3802 1.7291 -1.1034
```

Its spin multiplicity is 1. The highest occupied orbital energy (alpha / beta) is -7.988 / -7.692 eV. The calculation puts the relative energy (zero: lowest compared OMol25 entry of this formula, charge and spin) at 627.4 kJ/mol. Its molecular weight is 104.049 g/mol. As for the total energy: -605.07336 a.u. As for the total charge: 0.



The following is a DFT calculation (ωB97M-V/def2-TZVPD) of a single C2H5N2P molecule at a distorted geometry.

Structure (XYZ):
```
10
Properties=species:S:1:pos:R:3
C 0.2595 0.7823 0.7761
C 0.2285 -0.5751 -0.4875
N -0.0278 2.0235 0.1035
N -0.2992 1.9940 -1.0813
P -0.1365 0.4920 -1.9010
H -0.5278 0.5737 1.5076
H 1.1871 1.0033 1.3949
H 1.3041 -1.0011 -0.4668
H -0.4623 -1.1804 -0.1253
H -1.6417 0.4594 -2.0364
```

Its spin multiplicity is 3. The highest occupied orbital energy (alpha / beta) is -6.398 / -9.196 eV. The calculation puts the relative energy (zero: lowest compared OMol25 entry of this formula, charge and spin) at 201.6 kJ/mol. Its molecular weight is 88.050 g/mol. As for the expectation value of S²: 2.01. As for the total energy: -529.86948 a.u. As for the total charge: 0.



The following is a DFT calculation (ωB97M-V/def2-TZVPD) of 2 unconnected molecules or ions with the total composition C2H5N2S at a distorted geometry.

Structure (XYZ):
```
10
Properties=species:S:1:pos:R:3
C -0.4415 -0.9125 0.8495
C 1.0602 1.6308 -1.5218
N 0.1998 -1.2835 -0.0018
N -1.2342 -0.8366 1.7965
S -0.4997 1.4385 -1.4001
H 1.7800 0.9024 -0.9823
H 1.5205 2.1814 -2.3522
H 0.8079 -1.5584 -0.7538
H -1.8246 -1.6158 2.2056
H -1.3684 0.0536 2.1604
```

Its spin multiplicity is 1. The highest occupied orbital energy is -12.659 eV. The calculation puts the relative energy (zero: lowest compared OMol25 entry of this formula, charge and spin) at 214.7 kJ/mol. Its molecular weight is 89.143 g/mol. As for the total energy: -586.54537 a.u. As for the total charge: +1.



The following is a DFT calculation (ωB97M-V/def2-TZVPD) of a molecular structure, C2H5N2S3 at a distorted geometry.

Structure (XYZ):
```
12
Properties=species:S:1:pos:R:3
C 1.0748 0.1457 -0.0585
C 0.0230 0.9928 -0.1786
N -0.6755 -1.9641 0.2476
N -1.2338 0.6854 0.1418
S 2.7096 0.2129 -0.6252
S 0.9111 -1.5077 0.6707
S -1.4917 -1.2973 -0.9723
H 0.1605 1.8844 -0.6939
H -1.1653 -2.3453 1.0426
H 3.0918 1.4270 -0.6713
H -1.5139 0.4168 1.0758
H -1.8907 1.3494 0.0213
```

Its spin multiplicity is 1. The highest occupied orbital energy is -12.856 eV. The calculation puts the relative energy (zero: lowest compared OMol25 entry of this formula, charge and spin) at 230.1 kJ/mol. Its molecular weight is 153.277 g/mol. As for the total energy: -1382.92075 a.u. As for the total charge: +1.



The following is a DFT calculation (ωB97M-V/def2-TZVPD) of a gas-phase ion, C2H5N2S3 (charge +1) at a distorted geometry.

Structure (XYZ):
```
12
Properties=species:S:1:pos:R:3
C 0.5362 -1.3491 0.1251
C 0.8164 0.8632 -0.2888
N 1.6935 -1.8296 0.0428
N -0.2877 1.4003 0.2180
S -0.8407 -2.3465 0.3053
S 2.2979 0.9694 0.6817
S 3.0198 -0.6430 -0.3437
H 0.7928 0.6172 -1.2796
H 2.1927 -2.6434 0.3229
H -0.2615 2.1972 0.8212
H -1.7419 -1.5230 -0.1977
H -1.1554 1.3353 -0.2680
```

Its spin multiplicity is 1. The highest occupied orbital energy is -13.344 eV. The calculation puts the relative energy (zero: lowest compared OMol25 entry of this formula, charge and spin) at 202.8 kJ/mol. Its molecular weight is 153.277 g/mol. As for the total energy: -1382.93113 a.u. As for the total charge: +1.



The following is a DFT calculation (ωB97M-V/def2-TZVPD) of a single C2H5N3 molecule at a distorted geometry.

Structure (XYZ):
```
10
Properties=species:S:1:pos:R:3
H -0.9711 0.5959 -2.6946
N -1.0796 0.9558 -1.6156
C -0.5442 0.3950 -0.6114
N 0.5885 -0.4425 -0.4777
N 1.0280 -0.1572 0.9942
C 0.0703 -0.6597 1.7908
H -0.7528 0.6068 0.4243
H 1.2015 -0.6251 -1.2317
H -0.8633 -1.1828 1.3673
H 0.4707 -0.2995 2.7518
```

Its spin multiplicity is 1. The highest occupied orbital energy is -9.085 eV. The calculation puts the relative energy (zero: lowest compared OMol25 entry of this formula, charge and spin) at 345.4 kJ/mol. Its molecular weight is 71.083 g/mol. As for the total energy: -243.33040 a.u. Its structure (SMILES) is [H]/N=C\NN=C. As for the total charge: 0.



The following is a DFT calculation (ωB97M-V/def2-TZVPD) of a molecular structure, C2H5N3 at a distorted geometry.

Structure (XYZ):
```
10
Properties=species:S:1:pos:R:3
C -0.1167 0.3515 0.1754
N 0.0935 1.6743 -0.0892
C 0.6073 -0.8121 -0.3239
N -1.0528 -0.1864 0.9119
N -0.8822 -1.5096 0.5190
H -0.5065 2.3162 0.4057
H 1.0483 1.9818 -0.1859
H -1.3568 -1.6603 -0.3721
H 1.3275 -1.2690 0.3447
H 0.8384 -0.8864 -1.3857
```

Its spin multiplicity is 1. The highest occupied orbital energy is -8.601 eV. The calculation puts the relative energy (zero: lowest compared OMol25 entry of this formula, charge and spin) at 265.6 kJ/mol. Its molecular weight is 71.083 g/mol. As for the total energy: -243.36079 a.u. As for the total charge: 0.



The following is a DFT calculation (ωB97M-V/def2-TZVPD) of a single C2H5N3 molecule at a distorted geometry.

Structure (XYZ):
```
10
Properties=species:S:1:pos:R:3
H 2.2244 1.7236 0.6933
N 2.3072 0.6470 0.2913
C 1.1952 0.1117 0.0373
N -0.1499 0.6605 -0.4343
N -1.4030 0.2231 -0.4087
C -1.7100 -0.9077 0.1627
H 1.2553 -1.0401 -0.2492
H -0.0715 1.4839 -0.9637
H -0.8701 -1.6778 0.6482
H -2.7774 -1.2244 0.2233
```

Its spin multiplicity is 1. The highest occupied orbital energy is -8.955 eV. The calculation puts the relative energy (zero: lowest compared OMol25 entry of this formula, charge and spin) at 279.3 kJ/mol. Its molecular weight is 71.083 g/mol. As for the total energy: -243.35558 a.u. Its structure (SMILES) is [H]/N=C\NN=C. As for the total charge: 0.



The following is a DFT calculation (ωB97M-V/def2-TZVPD) of a single C2H5N3O molecule at a distorted geometry.

Structure (XYZ):
```
11
Properties=species:S:1:pos:R:3
C -2.0061 -0.1587 -0.1073
C -0.7509 0.8974 0.2622
N -1.7942 -1.3466 0.0837
N 1.1723 -0.3609 0.5289
N 2.3495 -0.7117 -0.0771
O 0.4954 0.5874 -0.1593
H -2.9537 0.2690 -0.4036
H -0.8864 1.7278 -0.4434
H -0.8739 0.9379 1.2751
H 2.5073 -0.1782 -1.0304
H 2.7406 -1.6635 0.0711
```

Its spin multiplicity is 1. The highest occupied orbital energy (alpha / beta) is -8.734 / -7.477 eV. The calculation puts the relative energy (zero: lowest compared OMol25 entry of this formula, charge and spin) at 683.4 kJ/mol. Its molecular weight is 87.082 g/mol. As for the total energy: -318.49019 a.u. As for the total charge: 0.



The following is a DFT calculation (ωB97M-V/def2-TZVPD) of a single C2H5N3O molecule at a distorted geometry.

Structure (XYZ):
```
11
Properties=species:S:1:pos:R:3
C -0.4775 1.3339 0.2552
C 0.3729 0.2588 0.2299
N 0.8489 -0.1465 1.5179
O 1.6156 0.6424 2.0392
N 0.5277 -0.7862 -0.6972
N -0.5606 -1.5246 -1.0381
H -0.3585 2.0908 1.0191
H -1.0500 1.6068 -0.6210
H 0.8915 0.3100 -1.1457
H -1.4534 -1.2691 -0.6134
H -0.3565 -2.5164 -0.9458
```

Its spin multiplicity is 1. The highest occupied orbital energy (alpha / beta) is -8.667 / -8.668 eV. The calculation puts the relative energy (zero: lowest compared OMol25 entry of this formula, charge and spin) at 732.6 kJ/mol. Its molecular weight is 87.082 g/mol. As for the total energy: -318.47143 a.u. Its structure (SMILES) is C=C(N=O)NN. As for the total charge: 0.